[1]
Here is C12H16AlClIN2O2P as an isolated structure at a distorted geometry from OMol25. Energies are from ωB97M-V with the def2-TZVPD basis set.

* relative energy (zero: lowest compared OMol25 entry of this formula, charge and spin): 0.0 kcal/mol
* 2S+1: 1
* net charge: +2
* lowest unoccupied orbital energy: -7.876 eV

```
36
Properties=species:S:1:pos:R:3:nbo_charge:R:1
C -3.257 2.338 -5.122 -0.761
C -3.261 1.067 -4.364 0.724
H -4.047 2.291 -5.884 0.308
H -2.290 2.492 -5.617 0.302
H -3.444 3.166 -4.427 0.290
O -3.718 -0.022 -4.499 -0.345
I -2.061 1.368 -2.295 -0.072
Al -0.164 0.649 -0.428 1.229
P 1.413 -0.694 -1.501 0.853
C 1.664 -2.453 -1.228 -0.947
C 1.117 -0.611 -3.288 -0.927
H 3.023 1.091 -1.228 0.276
H 3.718 -0.302 -2.113 0.277
H 3.506 -0.358 -0.345 0.261
C 3.075 0.002 -1.283 -0.933
H 0.893 0.413 -3.578 0.262
H 1.990 -0.979 -3.823 0.275
H 2.351 -2.855 -1.994 0.287
H 0.710 -3.001 -1.292 0.266
H 0.253 -1.225 -3.542 0.259
H 2.091 -2.665 -0.236 0.267
C -1.654 -0.857 -0.651 0.458
O -2.315 -1.794 -0.845 -0.358
Cl 0.405 2.691 -0.157 -0.451
N 0.266 0.065 6.956 -0.133
C 0.260 0.114 5.783 0.199
C 0.176 0.163 4.346 -0.038
C 1.170 -0.409 3.529 -0.167
C 1.044 -0.375 2.151 0.065
N -0.019 0.188 1.565 -0.616
C -1.001 0.709 2.338 0.076
C -0.943 0.709 3.733 -0.172
H 2.040 -0.895 3.958 0.270
H 1.780 -0.839 1.493 0.213
H -1.816 1.199 1.796 0.227
H -1.803 1.051 4.298 0.277
```


[2]
Here is C12H16AuCl3N as an isolated structure at a distorted geometry from OMol25. Energies are from ωB97M-V with the def2-TZVPD basis set.

* relative energy (zero: lowest compared OMol25 entry of this formula, charge and spin): 9.6 kcal/mol
* 2S+1: 3
* net charge: -1
* lowest unoccupied orbital energy (alpha / beta): 2.566 / 1.390 eV

```
33
Properties=species:S:1:pos:R:3:nbo_charge:R:1
Au 0.492 2.190 0.396 0.901
Cl -0.898 4.089 0.005 -0.687
Cl 1.716 3.236 2.043 -0.733
C 1.469 0.208 0.054 -0.487
H 2.572 0.138 -0.067 0.166
H 1.162 -0.091 1.073 0.234
C -0.612 0.705 -0.754 -0.395
C 0.602 -0.265 -1.030 -0.354
H -1.309 0.270 -0.030 0.186
C 1.395 0.038 -2.302 -0.389
H 0.263 -1.317 -1.006 0.213
C 1.182 1.487 -2.709 -0.402
H 2.462 -0.106 -2.078 0.196
H 1.130 -0.665 -3.100 0.183
C -0.278 1.797 -3.016 -0.399
H 1.516 2.128 -1.881 0.213
H 1.812 1.693 -3.580 0.194
C -1.265 1.294 -1.952 -0.470
H -0.386 2.879 -3.138 0.215
H -0.548 1.365 -3.988 0.180
H -1.853 2.144 -1.601 0.246
H -1.952 0.571 -2.414 0.174
Cl -3.536 -1.594 3.764 0.009
C -1.933 -1.847 3.187 -0.078
C -1.225 -3.030 3.466 -0.206
C 0.067 -3.207 2.957 -0.246
C 0.598 -2.176 2.182 0.039
N -0.088 -1.064 1.958 -0.416
C -1.310 -0.847 2.416 0.040
H -1.705 -3.790 4.076 0.222
H 0.671 -4.091 3.136 0.218
H 1.597 -2.242 1.745 0.205
H -1.808 0.098 2.190 0.227
```


[3]
Here is a 2-piece molecular cluster, C12H16BCl2N3O4P overall at a distorted geometry from OMol25. Energies are from ωB97M-V with the def2-TZVPD basis set.

* 2S+1: 1
* net charge: +1
* lowest unoccupied orbital energy: -5.327 eV

```
39
Properties=species:S:1:pos:R:3:nbo_charge:R:1
O -2.884 -2.353 -3.266 -0.883
B -2.364 -2.028 -1.961 1.181
O -2.452 -0.680 -1.425 -0.944
C -1.600 -3.160 -1.033 -0.814
C -0.317 -2.388 -0.429 0.252
C -0.586 -1.638 0.944 -0.106
C 0.660 -0.853 1.497 0.007
C 0.524 -0.031 2.836 -0.090
C 1.175 -0.348 4.197 -0.248
C 0.887 0.542 5.391 0.037
N 0.110 1.725 5.520 -0.352
C -0.464 1.975 4.245 0.036
C -0.366 1.223 2.930 -0.247
C 1.976 -0.952 0.638 -0.113
P 3.586 -0.063 1.191 1.369
O 3.215 1.622 1.002 -0.913
O 4.700 -0.369 -0.110 -0.923
N 1.910 -1.716 -0.574 -0.259
N 0.915 -2.410 -1.112 -0.181
H -2.801 -1.530 -3.811 0.511
H -1.579 -0.264 -1.620 0.498
H -1.255 -4.024 -1.694 0.285
H -2.335 -3.493 -0.227 0.278
H -1.583 -1.658 1.487 0.286
H 1.867 -1.249 4.305 0.248
H 1.382 0.213 6.380 0.225
H -1.122 2.924 4.219 0.223
H -0.945 1.583 2.015 0.244
H 3.113 1.722 0.022 0.480
H 4.192 -0.116 -0.925 0.465
H 2.807 -1.743 -1.106 0.436
Cl 0.319 1.735 -2.539 -0.104
C -0.682 2.860 -3.495 -0.376
C -2.018 2.251 -3.867 -0.397
Cl -1.847 0.922 -5.038 -0.057
H -0.111 3.153 -4.378 0.238
H -0.838 3.748 -2.881 0.236
H -2.652 3.007 -4.335 0.242
H -2.540 1.865 -2.990 0.230
```


[4]
Here is C12H16Cl3EuN as an isolated structure at a distorted geometry from OMol25. Energies are from ωB97M-V with the def2-TZVPD basis set.

* relative energy (zero: lowest compared OMol25 entry of this formula, charge and spin): 54.2 kcal/mol
* 2S+1: 7
* net charge: -1
* lowest unoccupied orbital energy (alpha / beta): 2.773 / 2.760 eV

```
33
Properties=species:S:1:pos:R:3:lowdin_spin:R:1
Eu -1.382 -0.464 -0.995 5.092
Cl 0.219 0.733 -2.627 -0.005
Cl -2.169 0.407 1.278 -0.006
C -3.466 -0.247 -2.010 0.768
H -3.735 -1.030 -1.223 0.049
H -3.075 -1.077 -2.683 0.054
C 0.339 -2.367 0.826 0.016
C -0.283 -2.530 -0.291 0.009
H -0.147 -1.812 1.618 0.002
C 0.331 -2.802 -1.625 0.004
H -1.433 -2.395 -0.367 0.006
C 1.430 -3.817 -1.371 0.001
H -0.481 -3.087 -2.323 0.002
H 0.711 -1.845 -2.021 0.001
C 2.376 -3.309 -0.316 0.000
H 0.891 -4.711 -1.097 0.000
H 1.927 -4.044 -2.313 0.000
C 1.813 -2.632 0.906 0.003
H 3.005 -4.135 -0.002 0.000
H 3.003 -2.568 -0.780 0.000
H 2.103 -3.119 1.851 0.001
H 2.307 -1.655 1.080 0.001
Cl 0.336 4.325 3.757 0.000
C 0.560 3.879 2.125 0.000
C 1.087 4.792 1.196 0.000
C 1.247 4.383 -0.120 0.000
C 0.869 3.073 -0.454 0.000
N 0.378 2.230 0.429 0.002
C 0.204 2.582 1.696 0.000
H 1.352 5.797 1.538 0.000
H 1.643 5.026 -0.902 0.000
H 0.960 2.703 -1.476 0.000
H -0.254 1.876 2.372 0.000
```


[5]
Here is C12H16CrF18N2O18S6 as an isolated structure at a distorted geometry from OMol25. Energies are from ωB97M-V with the def2-TZVPD basis set.

* 2S+1: 4
* net charge: -1
* lowest unoccupied orbital energy (alpha / beta): 0.498 / 0.498 eV

```
73
Properties=species:S:1:pos:R:3:lowdin_spin:R:1
Cr 1.861 0.667 -0.318 2.822
C -5.435 -1.261 -3.049 0.000
O -5.307 -1.538 -1.664 0.000
C -4.070 -1.120 -1.051 0.000
C -4.117 -1.154 0.524 0.000
N -4.489 -2.596 0.956 0.000
H -5.479 -2.779 0.878 0.000
H -4.019 -3.200 0.297 0.000
C -4.278 -2.811 2.475 0.000
C -2.938 -2.369 3.101 0.000
O -1.787 -2.795 2.428 0.000
C -0.507 -2.791 3.104 0.000
H -4.880 -1.920 -3.716 0.000
H -5.110 -0.255 -3.314 0.000
H -6.473 -1.216 -3.381 0.000
H -3.934 -0.074 -1.324 0.000
H -3.206 -1.653 -1.448 0.000
H -4.845 -0.491 0.992 0.000
H -3.078 -0.921 0.757 0.000
H -4.438 -3.881 2.610 0.000
H -5.122 -2.480 3.081 0.000
H -2.919 -2.636 4.158 0.000
H -2.977 -1.281 3.132 0.000
H -0.355 -3.254 4.079 0.000
H 0.025 -1.854 2.942 0.000
H 0.092 -3.363 2.396 0.000
C 2.339 3.491 -3.171 0.004
F 3.168 4.333 -3.874 0.001
F 1.129 3.608 -3.661 0.001
F 2.617 2.227 -3.455 0.000
S 2.446 3.677 -1.233 0.009
O 3.326 4.783 -1.006 0.006
O 1.104 3.709 -0.750 0.002
N 3.090 2.043 -0.820 0.015
S 4.678 2.311 -0.725 0.007
O 5.443 1.080 -0.548 0.000
O 5.306 3.130 -1.764 -0.004
C 4.844 3.265 1.087 0.003
F 5.676 2.563 1.854 0.001
F 5.338 4.467 0.949 0.001
F 3.635 3.218 1.639 0.000
C -1.717 2.678 -1.653 0.000
F -1.135 3.897 -1.996 0.000
F -1.578 2.580 -0.389 0.000
F -2.987 2.601 -1.971 0.000
S -0.769 1.102 -2.279 0.008
O -0.637 1.068 -3.742 0.000
O 0.537 1.215 -1.562 0.046
O -1.398 -0.019 -1.701 0.004
C -1.116 1.503 3.034 -0.001
F -2.236 1.977 2.524 0.000
F -1.092 1.490 4.339 0.000
F -1.180 0.235 2.704 0.000
S 0.550 2.334 2.376 0.003
O 0.819 1.618 1.111 0.019
O 0.295 3.813 2.058 0.002
O 1.587 2.141 3.414 0.003
C 3.452 -2.422 1.962 0.001
F 2.626 -3.352 2.490 0.000
F 4.506 -2.131 2.693 0.000
F 3.974 -2.785 0.800 0.000
S 2.275 -0.939 1.721 0.004
O 3.092 0.078 1.153 0.003
O 1.209 -1.102 0.657 0.010
O 1.791 -0.543 3.083 -0.002
C 2.538 -2.873 -3.099 -0.001
F 3.159 -3.421 -4.133 0.000
F 1.196 -2.789 -3.342 0.000
F 2.804 -3.565 -2.060 0.000
S 3.185 -1.131 -2.877 0.003
O 2.622 -0.620 -1.624 0.022
O 4.649 -1.138 -2.874 0.002
O 2.624 -0.378 -3.985 0.004
```


[6]
Here is an isolated ion of composition C12H16N and charge +1 at a distorted geometry from OMol25. Energies are from ωB97M-V with the def2-TZVPD basis set.

* relative energy (zero: lowest compared OMol25 entry of this formula, charge and spin): 37.0 kcal/mol
* 2S+1: 1
* net charge: +1
* lowest unoccupied orbital energy: -3.112 eV

```
29
Properties=species:S:1:pos:R:3:nbo_charge:R:1
C -2.292 -2.893 -0.123 -0.171
C -2.705 -1.966 0.838 -0.205
C -1.231 -2.565 -0.966 -0.195
C -2.122 -0.671 0.883 -0.198
C -0.452 -1.462 -0.623 0.044
C -0.893 -0.457 0.244 -0.164
C 1.715 0.511 0.013 0.084
C 2.466 1.552 0.283 -0.426
C 0.868 -1.248 -1.481 -0.401
C 1.998 -0.824 -0.566 -0.485
C -0.110 0.796 0.233 0.172
C -0.472 1.844 -0.766 -0.648
N -0.105 1.337 1.689 -0.679
H -2.747 -3.911 -0.366 0.242
H -3.636 -2.214 1.452 0.242
H -1.063 -3.270 -1.677 0.222
H -2.497 0.091 1.500 0.195
H 2.173 2.460 0.712 0.183
H 3.517 1.725 0.181 0.245
H 0.984 -2.215 -1.836 0.232
H 0.728 -0.439 -2.131 0.206
H 2.894 -0.945 -1.204 0.257
H 2.050 -1.742 0.187 0.239
H -0.004 2.734 -0.499 0.220
H -1.522 2.175 -0.851 0.238
H -0.230 1.437 -1.685 0.250
H 0.540 2.018 1.823 0.426
H -0.159 0.531 2.373 0.462
H -0.914 1.841 1.884 0.414
```


[7]
Here is an isolated ion of composition C12H16N and charge +1 at a distorted geometry from OMol25. Energies are from ωB97M-V with the def2-TZVPD basis set.

* relative energy (zero: lowest compared OMol25 entry of this formula, charge and spin): 34.1 kcal/mol
* 2S+1: 1
* net charge: +1
* lowest unoccupied orbital energy: -2.861 eV

```
29
Properties=species:S:1:pos:R:3:nbo_charge:R:1
C -3.638 -0.136 0.102 -0.185
C -3.060 0.721 -0.823 -0.189
C -2.876 -0.829 1.027 -0.188
C -1.726 0.890 -0.842 -0.213
C -1.496 -0.529 1.101 -0.179
C -0.930 0.216 0.069 -0.121
C 1.347 2.764 0.335 -0.331
C 0.880 1.610 0.908 -0.214
C 0.513 0.358 0.109 0.143
C 1.404 -0.821 -0.076 0.190
C 2.831 -0.689 0.489 -0.701
C 0.935 -2.157 -0.415 -0.638
N 1.155 0.138 -1.293 -0.627
H -4.755 -0.369 -0.122 0.243
H -3.747 1.229 -1.548 0.240
H -3.253 -1.556 1.751 0.240
H -1.315 1.420 -1.719 0.222
H -0.893 -0.913 1.857 0.215
H 1.622 3.700 0.824 0.238
H 1.732 2.666 -0.652 0.178
H 0.469 1.647 1.901 0.239
H 3.575 -1.044 -0.191 0.240
H 3.074 -1.422 1.285 0.270
H 3.337 0.202 0.905 0.272
H 1.630 -2.433 -1.123 0.235
H -0.060 -2.198 -0.856 0.239
H 0.858 -2.660 0.532 0.253
H 0.303 -0.217 -1.838 0.459
H 2.083 0.410 -1.696 0.468
```


[8]
Here is a 2-piece molecular cluster, C12H16N2O overall at a distorted geometry from OMol25. Energies are from ωB97M-V with the def2-TZVPD basis set.

* relative energy (zero: lowest compared OMol25 entry of this formula, charge and spin): 95.0 kcal/mol
* 2S+1: 1
* lowest unoccupied orbital energy: 0.662 eV

```
31
Properties=species:S:1:pos:R:3:nbo_charge:R:1
C 1.871 2.022 -1.287 -0.628
C -1.733 -0.171 -2.113 0.252
C -1.721 0.858 -1.170 -0.277
C -0.540 -0.512 -2.780 -0.242
C -0.510 1.562 -1.073 -0.199
C 0.696 0.151 -2.612 -0.205
C 0.687 1.165 -1.654 -0.028
O -2.638 -1.214 -2.134 -0.670
H -2.604 1.165 -0.578 0.215
H -3.472 -0.825 -1.681 0.472
H -0.614 -1.501 -3.430 0.220
H -0.523 2.473 -0.455 0.208
H 1.495 0.023 -3.274 0.217
H 2.098 1.555 -0.352 0.243
H 1.656 3.049 -1.325 0.218
H 2.783 1.815 -2.006 0.201
C -0.097 0.430 2.782 -0.441
C -1.591 -0.020 2.529 -0.611
C 0.721 -0.549 1.928 0.099
C 0.272 -1.791 1.413 -0.094
C 2.368 -1.487 0.936 0.169
N 2.034 -0.469 1.633 -0.453
N 1.322 -2.522 0.792 -0.569
H 0.233 1.495 2.503 0.232
H 0.369 0.153 3.808 0.231
H -2.237 0.081 3.527 0.209
H -0.822 -2.058 1.214 0.206
H 3.417 -1.657 0.911 0.194
H 1.083 -2.930 -0.056 0.409
H -1.839 -0.933 1.959 0.214
H -2.165 0.641 2.045 0.207
```


Question: Among the records above, which one has the highest 2S+1?
Answer: C12H16Cl3EuN